1.
The following is a quantum chemistry calculation of a cluster of 7 separate species, C10H32BrO6 in total at a distorted geometry, from the Open Molecules 2025 dataset.

Last column: Mulliken charge in e.
CARTESIAN COORDINATES (ANGSTROEM)
Br: 15.805 -19.750 -25.773  -0.756
O: 14.261 -18.585 -22.700  -0.496
O: 17.164 -17.041 -27.256  -0.395
O: 19.069 -20.039 -27.055  -0.358
O: 18.712 -20.287 -23.566  -0.452
O: 17.266 -22.940 -25.269  -0.396
O: 12.838 -21.562 -26.162  -0.448
C: 18.990 -19.189 -22.686  0.303
C: 18.129 -19.342 -21.447  -1.032
C: 16.529 -24.164 -25.360  0.405
C: 19.447 -19.523 -28.304  -0.586
C: 18.738 -17.883 -23.418  -0.865
C: 16.292 -24.442 -26.842  -1.130
C: 13.521 -17.648 -23.475  -0.440
C: 15.251 -24.063 -24.546  -1.014
C: 12.732 -21.971 -27.534  -0.251
C: 17.162 -15.905 -26.427  -0.435
H: 15.960 -25.482 -27.001  0.391
H: 19.229 -18.450 -28.376  0.212
H: 15.485 -23.884 -23.500  0.290
H: 17.232 -24.436 -27.399  0.354
H: 13.680 -21.087 -26.078  0.129
H: 20.050 -19.294 -22.434  0.283
H: 14.634 -24.957 -24.660  0.382
H: 16.155 -15.478 -26.316  0.244
H: 18.902 -20.028 -29.113  0.245
H: 11.756 -22.394 -27.737  0.252
H: 17.667 -17.746 -23.590  0.041
H: 15.607 -23.783 -27.377  0.088
H: 13.548 -22.681 -27.693  -0.003
H: 19.070 -17.062 -22.770  0.387
H: 18.105 -20.043 -26.963  0.246
H: 13.051 -18.205 -24.287  0.220
H: 17.201 -24.938 -24.979  0.249
H: 18.235 -20.326 -20.994  0.317
H: 17.578 -16.135 -25.444  0.082
H: 16.677 -22.215 -25.533  0.188
H: 17.086 -19.282 -21.784  0.105
H: 17.781 -20.192 -23.823  0.274
H: 18.252 -18.551 -20.702  0.369
H: 14.684 -23.227 -24.967  0.158
H: 17.712 -15.081 -26.888  0.280
H: 16.590 -17.710 -26.835  0.165
H: 14.948 -18.957 -23.265  0.220
H: 20.512 -19.681 -28.472  0.239
H: 12.784 -17.138 -22.856  0.248
H: 12.910 -21.098 -28.167  0.223
H: 14.185 -16.858 -23.841  0.186
H: 19.267 -17.842 -24.367  0.280

Results
Multiplicity: 1
Energy above the lowest of the compared OMol25 structures with the same formula, charge and spin: 15.5 kcal per mole
HOMO-LUMO gap: 9.24 eV
Lowest unoccupied orbital energy: 0.1185 Eh
Charge: -1


2.
The following is a quantum chemistry calculation of a structure of composition C10H33MnN6O7 at a distorted geometry, from the Open Molecules 2025 dataset.

Last column: Löwdin spin population.
CARTESIAN COORDINATES (ANGSTROEM)
Mn: -0.575 -2.926 -0.355  3.223
O: 0.233 -1.247 -0.603  -0.121
O: -0.263 2.582 3.818  0.000
O: 1.053 -3.711 -0.641  -0.045
O: -2.140 -1.907 -0.468  0.036
O: -1.077 -3.621 -2.348  -0.039
O: -1.188 -4.166 0.850  -0.076
O: 2.838 -0.512 -1.111  -0.001
N: -0.320 -1.745 -3.445  0.001
N: -3.798 -2.705 0.976  0.000
N: -1.361 1.428 0.585  -0.001
N: 3.525 2.742 0.378  0.000
N: -3.550 -0.455 0.569  0.002
N: -1.698 -3.183 -4.495  -0.001
C: -1.126 1.854 2.935  0.000
C: -1.736 3.752 1.442  0.000
C: 1.935 2.101 -1.402  0.000
C: -3.100 -1.732 0.360  0.009
C: 3.016 -1.028 -2.394  0.000
C: -0.905 2.463 1.556  0.000
C: 0.195 1.880 5.011  0.000
C: 3.638 0.511 -0.683  0.000
C: -1.030 -2.896 -3.394  0.000
C: 2.758 1.618 -0.206  0.000
H: 1.172 -1.124 -0.595  0.000
H: 3.183 3.708 0.111  0.000
H: -2.336 -3.955 -4.635  0.000
H: 3.539 2.695 1.378  0.000
H: -1.519 4.202 0.489  0.000
H: 0.813 1.031 4.650  0.000
H: -4.279 -2.573 1.860  0.000
H: -2.166 2.016 3.287  0.000
H: 2.652 -0.328 -3.094  0.000
H: 0.050 2.695 1.234  0.000
H: 2.129 1.172 0.626  0.000
H: -2.879 0.280 0.376  0.000
H: 1.362 3.016 -1.256  0.000
H: -3.506 -3.721 1.002  0.000
H: 2.409 -1.949 -2.424  0.000
H: -4.318 -0.176 1.113  0.000
H: 0.045 -1.371 -2.542  0.001
H: -1.318 1.956 -0.312  0.000
H: 1.065 1.388 -1.550  -0.001
H: -0.209 -1.222 -4.303  0.000
H: 1.299 -4.497 -0.196  0.005
H: 4.295 0.120 0.060  0.000
H: 2.589 2.304 -2.287  0.000
H: -0.618 0.742 0.438  -0.001
H: -0.672 1.437 5.610  0.000
H: 4.101 -1.304 -2.465  0.000
H: 4.193 0.977 -1.508  0.000
H: -0.783 -5.036 0.955  0.008
H: -1.382 4.343 2.290  0.000
H: 0.850 2.610 5.527  0.000
H: -1.474 -2.844 -5.380  0.000
H: -2.752 3.492 1.613  0.000
H: -0.855 0.818 2.992  0.000

Results
Multiplicity: 4
HOMO-LUMO gap (alpha / beta): 4.62 / 7.67 eV
Lowest unoccupied orbital energy (alpha / beta): -0.2456 / -0.1336 Eh
Charge: +1


3.
The following is a quantum chemistry calculation of a structure of composition C10H34BCrN10O20 at a distorted geometry, from the Open Molecules 2025 dataset.

Last column: Löwdin spin population.
CARTESIAN COORDINATES (ANGSTROEM)
Cr: -0.088 0.831 -1.043  3.779
O: 1.092 -0.111 -2.997  0.023
O: 0.400 -0.481 -4.995  0.002
O: -4.119 -0.976 2.960  0.000
O: 0.367 3.045 4.210  0.000
O: 1.378 2.376 -1.553  0.016
O: 3.068 3.336 -0.660  0.019
O: -3.872 -1.182 -0.513  0.003
O: -1.216 -1.090 -1.916  0.026
O: 5.448 0.161 1.759  0.000
O: 3.258 -2.196 -1.830  0.001
O: -3.781 1.140 3.127  0.000
O: -2.496 -4.757 2.048  0.000
O: 2.481 -3.704 -3.144  0.000
O: -0.691 2.760 0.109  0.023
O: -2.641 0.428 0.185  0.014
O: 0.705 1.011 4.760  0.000
O: -1.779 -3.157 -1.744  0.005
O: -2.184 2.988 1.647  0.011
O: 4.173 -0.816 3.188  0.000
O: -1.886 -3.304 3.467  0.000
N: -3.403 -0.012 3.098  0.000
N: 4.614 -0.664 2.065  0.000
N: 2.108 3.346 -1.382  0.006
N: -1.885 -3.758 2.356  0.000
N: -3.720 -0.060 -0.111  0.001
N: -1.761 -2.107 -2.316  0.003
N: 1.293 -0.357 -4.188  0.003
N: 0.992 2.006 4.129  0.000
N: 2.566 -3.167 -2.069  0.000
N: -1.579 3.379 0.708  0.004
C: -2.056 4.652 0.096  0.001
C: -1.202 -3.061 1.262  0.000
C: -1.936 -0.210 3.187  0.000
C: -2.617 -1.996 -3.541  0.001
C: 3.979 -1.435 0.967  0.000
C: 1.791 4.623 -2.038  0.002
C: -4.958 0.742 0.179  0.001
C: 1.827 -3.747 -0.923  0.001
C: 2.186 2.069 3.224  0.001
C: 2.705 -0.484 -4.614  0.001
B: 0.853 -0.188 0.519  0.027
H: 1.202 -0.734 -0.422  0.015
H: -1.337 5.004 -0.637  0.000
H: -1.611 -0.145 4.224  0.000
H: -3.464 -1.359 -3.297  0.000
H: 3.486 -0.758 0.278  0.000
H: -2.104 5.390 0.892  0.000
H: -0.313 -2.550 1.624  0.000
H: 1.744 2.207 2.243  0.001
H: -2.928 -3.008 -3.769  0.000
H: -0.901 -3.772 0.503  0.000
H: -1.970 -2.420 0.834  0.000
H: -1.441 0.622 2.695  0.000
H: 2.632 5.297 -1.943  0.000
H: -2.132 -1.544 -4.404  0.000
H: -5.575 0.542 -0.696  0.000
H: 0.922 5.025 -1.517  0.000
H: 1.272 -0.697 1.464  0.008
H: -0.281 -0.297 0.486  -0.010
H: 2.797 -1.256 -5.370  0.000
H: 1.120 0.911 0.556  0.011
H: 3.244 -0.805 -3.725  0.000
H: -4.682 1.775 0.327  0.000
H: -5.421 0.225 1.017  0.000
H: -1.675 -1.166 2.754  0.000
H: 1.018 -3.075 -0.651  0.001
H: 4.777 -1.891 0.386  0.000
H: 3.006 0.506 -4.946  0.000
H: 3.279 -2.143 1.387  0.000
H: 1.500 4.500 -3.078  0.000
H: -3.015 4.455 -0.371  0.000
H: 2.759 1.150 3.304  0.000
H: 2.795 2.893 3.580  0.000
H: 2.534 -4.077 -0.168  0.000
H: 1.347 -4.676 -1.237  0.000

Results
Multiplicity: 5
HOMO-LUMO gap (alpha / beta): 8.56 / 8.71 eV
Lowest unoccupied orbital energy (alpha / beta): -0.1516 / -0.1466 Eh
Charge: +1